{"formula": "C15H14Cl8F9GeORhSeSi", "method": "ωB97M-V/def2-TZVPD", "elements": ["Rh", "F", "C", "F", "F", "C", "O", "C", "F", "F", "F", "C", "F", "F", "F", "C", "Ge", "C", "C", "C", "Se", "C", "H", "H", "H", "H", "H", "H", "H", "H", "H", "H", "H", "H", "H", "H", "Cl", "C", "C", "C", "Cl", "C", "Cl", "C", "Cl", "C", "Cl", "Cl", "Si", "Cl", "Cl"], "xyz": [[-3.067, -0.142, 0.525], [0.031, -3.897, 1.115], [-0.673, -3.389, 2.132], [0.077, -2.475, 2.728], [-0.899, -4.374, 3.006], [-1.992, -2.762, 1.609], [-1.720, -1.559, 1.073], [-2.663, -3.756, 0.605], [-2.102, -3.653, -0.603], [-2.573, -5.030, 0.988], [-3.967, -3.472, 0.458], [-2.979, -2.550, 2.808], [-3.939, -1.663, 2.436], [-3.599, -3.651, 3.227], [-2.350, -2.010, 3.849], [4.348, 0.882, 1.663], [3.611, 1.708, 0.048], [2.257, 3.051, 0.510], [5.048, 2.539, -1.007], [2.751, 0.311, -1.044], [1.259, -0.529, -0.103], [1.040, -2.010, -1.346], [4.772, 1.644, 2.318], [5.135, 0.174, 1.408], [3.572, 0.346, 2.208], [2.695, 3.851, 1.108], [1.447, 2.606, 1.082], [1.840, 3.496, -0.394], [5.535, 3.318, -0.420], [4.657, 2.992, -1.917], [5.801, 1.803, -1.287], [3.492, -0.460, -1.263], [2.397, 0.729, -1.988], [1.846, -2.729, -1.204], [1.064, -1.618, -2.358], [0.082, -2.474, -1.148], [-1.925, -0.711, -2.543], [-1.582, 0.848, -1.873], [-2.061, 1.142, -0.599], [-1.705, 2.366, -0.042], [-2.103, 2.699, 1.609], [-0.964, 3.301, -0.764], [-0.570, 4.818, -0.070], [-0.544, 3.000, -2.061], [0.345, 4.151, -2.968], [-0.841, 1.755, -2.616], [-0.278, 1.346, -4.182], [-4.861, 0.910, -2.793], [-4.494, -0.191, -1.149], [-5.066, 1.204, 0.518], [-5.582, -1.885, -1.286]], "e_tot_ev": -275218.986, "homo_energy_ev": -8.0, "de_lowest_kcal_mol": 36.4, "spin_multiplicity": 1, "molar_mass_g_mol": 947.4, "total_charge": 0}

{"formula": "C46H89N9O15P2S2", "method": "ωB97M-V/def2-TZVPD", "elements": ["C", "C", "C", "C", "N", "C", "C", "C", "C", "N", "C", "O", "C", "C", "C", "P", "O", "O", "O", "C", "C", "P", "O", "O", "C", "C", "O", "C", "C", "C", "C", "C", "O", "C", "S", "S", "C", "C", "C", "H", "H", "H", "H", "H", "H", "H", "H", "H", "H", "H", "H", "H", "H", "H", "H", "H", "H", "H", "H", "H", "H", "H", "H", "H", "H", "H", "H", "H", "H", "H", "H", "H", "H", "H", "H", "H", "H", "H", "H", "C", "C", "O", "N", "C", "H", "H", "H", "H", "H", "H", "H", "C", "C", "O", "N", "C", "H", "H", "H", "H", "H", "H", "H", "C", "C", "O", "N", "C", "H", "H", "H", "H", "H", "H", "H", "C", "C", "O", "N", "C", "H", "H", "H", "H", "H", "H", "H", "C", "C", "O", "N", "C", "H", "H", "H", "H", "H", "H", "H", "C", "C", "O", "N", "C", "H", "H", "H", "H", "H", "H", "H", "C", "C", "O", "N", "C", "H", "H", "H", "H", "H", "H", "H"], "xyz": [[1.508, 3.045, -5.941], [0.170, 2.797, -5.102], [0.090, 1.287, -4.586], [-0.425, 1.386, -3.072], [-1.222, 0.199, -2.647], [-0.378, -0.886, -2.081], [0.386, -1.764, -3.141], [1.928, -1.335, -3.175], [2.916, -2.541, -2.964], [4.185, -2.163, -2.305], [4.904, -1.025, -2.793], [5.639, -0.963, -3.734], [4.521, 0.069, -1.746], [4.517, 1.513, -1.810], [4.980, 2.185, -3.136], [5.333, 4.003, -3.029], [4.043, 4.730, -3.264], [6.032, 4.488, -1.612], [6.378, 4.323, -4.288], [4.040, 2.220, -0.617], [3.578, 1.498, 0.585], [2.922, 2.476, 2.067], [1.442, 1.715, 2.393], [2.427, 3.927, 1.337], [3.590, 0.031, 0.637], [3.094, -0.853, 1.822], [3.440, -0.400, 3.124], [4.850, -0.583, 3.404], [5.421, 0.828, 3.842], [4.530, 1.368, 5.023], [4.070, -0.657, -0.543], [4.213, -2.178, -0.870], [4.352, -3.120, -0.141], [-2.004, 0.653, -1.495], [-1.407, 1.666, -0.324], [-3.740, 0.076, -1.245], [-3.661, -1.364, -0.075], [-2.857, -1.080, 1.252], [-3.494, -1.804, 2.539], [2.022, 2.058, -6.131], [2.239, 3.688, -5.378], [1.305, 3.526, -6.925], [0.257, 3.497, -4.222], [-0.734, 3.103, -5.680], [-0.582, 0.666, -5.224], [1.148, 0.935, -4.549], [-1.129, 2.261, -3.072], [0.486, 1.556, -2.444], [0.273, -0.437, -1.281], [-1.085, -1.586, -1.548], [-0.050, -1.591, -4.151], [0.298, -2.827, -2.792], [2.171, -0.898, -4.186], [2.028, -0.514, -2.424], [3.182, -3.016, -3.949], [2.405, -3.308, -2.326], [4.125, 2.082, -3.864], [5.827, 1.607, -3.594], [5.323, 4.990, -1.158], [6.210, 5.259, -4.515], [4.011, 3.334, -0.611], [1.536, 1.152, 3.183], [1.718, 3.662, 0.710], [3.562, -1.870, 1.680], [1.987, -1.016, 1.711], [4.987, -1.301, 4.262], [5.399, -1.029, 2.537], [5.443, 1.489, 2.939], [6.470, 0.711, 4.210], [3.941, 2.288, 4.774], [3.792, 0.621, 5.414], [5.185, 1.620, 5.904], [-3.130, -2.212, -0.591], [-4.694, -1.681, 0.214], [-2.765, -0.004, 1.523], [-1.834, -1.534, 1.129], [-3.777, -1.006, 3.278], [-2.718, -2.438, 3.033], [-4.429, -2.354, 2.272], [-7.541, 3.590, -3.309], [-6.297, 3.110, -2.606], [-5.236, 2.958, -3.196], [-6.381, 2.845, -1.277], [-7.534, 2.962, -0.404], [-7.315, 3.758, -4.361], [-8.329, 2.837, -3.241], [-7.882, 4.532, -2.875], [-5.508, 2.528, -0.878], [-7.289, 3.663, 0.395], [-7.734, 1.980, 0.032], [-8.417, 3.310, -0.933], [5.152, -5.401, 5.024], [5.269, -4.429, 3.877], [6.183, -3.620, 3.803], [4.319, -4.469, 2.906], [3.165, -5.342, 2.808], [5.981, -5.244, 5.712], [4.218, -5.236, 5.565], [5.198, -6.427, 4.656], [4.467, -3.790, 2.172], [3.237, -5.908, 1.878], [2.264, -4.726, 2.777], [3.103, -6.031, 3.646], [3.644, -2.201, 7.301], [2.856, -1.018, 7.804], [3.303, 0.117, 7.772], [1.610, -1.247, 8.305], [0.908, -2.508, 8.429], [4.610, -1.858, 6.935], [3.814, -2.914, 8.110], [3.114, -2.685, 6.477], [1.147, -0.408, 8.621], [-0.024, -2.443, 7.863], [0.669, -2.671, 9.482], [1.498, -3.341, 8.059], [-1.540, 7.042, -7.442], [-1.327, 5.553, -7.536], [-0.223, 5.047, -7.398], [-2.409, 4.767, -7.781], [-3.788, 5.169, -7.971], [-0.587, 7.527, -7.243], [-1.935, 7.427, -8.384], [-2.224, 7.275, -6.623], [-2.186, 3.784, -7.829], [-4.400, 4.680, -7.210], [-4.115, 4.831, -8.957], [-3.914, 6.245, -7.899], [-1.316, -5.824, -0.876], [-1.766, -5.012, -2.063], [-1.712, -3.790, -2.066], [-2.241, -5.674, -3.151], [-2.384, -7.102, -3.343], [-0.966, -5.154, -0.095], [-2.150, -6.408, -0.481], [-0.493, -6.483, -1.159], [-2.521, -5.059, -3.901], [-1.793, -7.396, -4.213], [-3.435, -7.323, -3.540], [-2.054, -7.666, -2.475], [-1.209, -5.421, 4.443], [-1.075, -6.032, 3.072], [-0.565, -5.427, 2.140], [-1.542, -7.295, 2.889], [-2.173, -8.171, 3.856], [-0.792, -4.416, 4.428], [-2.260, -5.355, 4.726], [-0.657, -6.013, 5.176], [-1.417, -7.635, 1.947], [-1.579, -9.084, 3.938], [-3.169, -8.431, 3.492], [-2.257, -7.706, 4.834], [-5.720, 5.998, 2.978], [-6.877, 6.378, 2.090], [-7.740, 5.573, 1.769], [-6.942, 7.660, 1.643], [-6.027, 8.753, 1.906], [-5.808, 4.948, 3.249], [-4.775, 6.140, 2.450], [-5.734, 6.594, 3.892], [-7.743, 7.837, 1.055], [-6.582, 9.562, 2.385], [-5.631, 9.111, 0.954], [-5.204, 8.451, 2.547]], "e_tot_ev": -133519.010, "homo_energy_ev": -7.7, "de_lowest_kcal_mol": 84.2, "spin_multiplicity": 1, "smiles": "CCCCN(CCCCN1C(=O)c2c(CP(=O)(O)O)cc(P(O)O)c(COCCC)c2C1=O)C(=S)SCCC.CNC(C)=O.CNC(C)=O.CNC(C)=O.CNC(C)=O.CNC(C)=O.CNC(C)=O.CNC(C)=O", "molar_mass_g_mol": 1134.3, "total_charge": 0}

{"formula": "C28H36Cl5F32NO10", "method": "ωB97M-V/def2-TZVPD", "elements": ["C", "O", "C", "C", "N", "H", "H", "C", "C", "O", "C", "H", "H", "H", "H", "H", "H", "H", "H", "H", "H", "H", "H", "H", "H", "Cl", "O", "O", "O", "O", "C", "C", "C", "F", "F", "F", "F", "O", "C", "C", "F", "F", "F", "F", "H", "H", "H", "H", "C", "C", "C", "F", "F", "F", "F", "O", "C", "C", "F", "F", "F", "F", "H", "H", "H", "H", "C", "C", "C", "F", "F", "F", "F", "O", "C", "C", "F", "F", "F", "F", "H", "H", "H", "H", "C", "C", "C", "F", "F", "F", "F", "O", "C", "C", "F", "F", "F", "F", "H", "H", "H", "H", "C", "Cl", "Cl", "H", "H", "C", "Cl", "Cl", "H", "H"], "xyz": [[14.078, 16.258, 2.285], [15.243, 16.202, 1.572], [15.195, 16.714, 0.263], [16.522, 16.395, -0.418], [17.695, 16.819, 0.516], [17.657, 17.812, 0.701], [17.535, 16.466, 1.448], [19.146, 16.584, -0.084], [19.558, 15.088, -0.002], [19.402, 14.580, 1.271], [19.980, 13.328, 1.614], [13.570, 17.206, 2.110], [14.235, 16.155, 3.358], [13.344, 15.497, 2.017], [15.057, 17.788, 0.386], [14.361, 16.312, -0.313], [16.679, 16.904, -1.369], [16.700, 15.338, -0.611], [19.855, 17.155, 0.515], [19.165, 16.995, -1.094], [20.593, 15.021, -0.336], [18.965, 14.527, -0.725], [19.397, 12.651, 0.989], [19.693, 13.063, 2.631], [21.063, 13.252, 1.525], [18.206, 24.087, 2.192], [19.119, 25.154, 2.087], [17.768, 23.671, 0.913], [18.865, 23.032, 2.838], [17.152, 24.466, 3.077], [25.885, 21.972, -0.927], [25.959, 21.914, 0.584], [25.505, 23.199, 1.284], [25.584, 23.172, 2.571], [26.070, 24.342, 0.874], [25.167, 20.885, 1.016], [27.220, 21.499, 0.948], [24.527, 22.192, -1.378], [24.424, 23.072, -2.487], [23.002, 23.049, -3.100], [22.924, 23.750, -4.229], [22.502, 21.887, -3.353], [24.583, 24.309, -2.024], [25.394, 22.797, -3.416], [26.330, 21.018, -1.209], [26.645, 22.662, -1.291], [24.446, 23.366, 1.089], [22.295, 23.574, -2.457], [20.116, 32.705, 0.789], [19.586, 33.308, 2.097], [20.712, 34.040, 2.903], [21.727, 33.165, 3.150], [21.195, 35.154, 2.285], [18.439, 33.987, 1.856], [19.180, 32.257, 2.768], [20.593, 33.625, -0.160], [21.537, 33.161, -1.127], [21.964, 34.207, -2.163], [20.894, 34.709, -2.800], [22.657, 35.283, -1.625], [22.552, 32.692, -0.404], [21.003, 32.069, -1.698], [19.264, 32.191, 0.344], [20.860, 31.946, 1.030], [20.385, 34.487, 3.842], [22.587, 33.745, -2.929], [17.801, 25.816, 14.984], [17.185, 26.962, 15.679], [17.296, 28.229, 14.835], [16.543, 29.262, 15.314], [18.556, 28.652, 14.714], [15.878, 26.780, 15.852], [17.616, 27.175, 16.932], [17.354, 25.746, 13.582], [16.830, 24.450, 13.206], [16.142, 24.549, 11.840], [15.510, 23.421, 11.428], [15.326, 25.608, 11.710], [17.782, 23.509, 13.192], [15.943, 24.123, 14.151], [17.595, 24.907, 15.548], [18.870, 26.001, 15.084], [16.846, 28.191, 13.843], [16.969, 24.628, 11.135], [16.714, 13.287, 7.769], [16.603, 11.863, 7.283], [15.162, 11.325, 7.377], [14.283, 12.035, 6.655], [14.949, 10.067, 7.092], [17.053, 11.885, 5.997], [17.365, 11.024, 8.045], [18.063, 13.830, 7.674], [18.223, 15.201, 7.393], [19.653, 15.712, 7.368], [20.271, 15.550, 8.552], [20.440, 15.123, 6.454], [17.569, 15.470, 6.236], [17.465, 15.762, 8.303], [16.304, 13.443, 8.767], [16.082, 13.875, 7.103], [14.828, 11.266, 8.413], [19.699, 16.766, 7.093], [12.090, 27.840, 0.364], [13.133, 28.638, -0.878], [10.363, 28.267, 0.114], [12.290, 26.769, 0.369], [12.315, 28.175, 1.377], [20.822, 27.158, 8.221], [21.660, 25.749, 8.990], [20.783, 28.680, 9.241], [21.216, 27.372, 7.227], [19.776, 26.890, 8.072]], "e_tot_ev": -201142.650, "homo_energy_ev": -7.4, "spin_multiplicity": 1, "molar_mass_g_mol": 1331.8, "total_charge": 0}

{"formula": "C20H40Cl20", "method": "ωB97M-V/def2-TZVPD", "elements": ["Cl", "C", "C", "Cl", "H", "H", "H", "H", "Cl", "C", "C", "Cl", "H", "H", "H", "H", "Cl", "C", "C", "Cl", "H", "H", "H", "H", "Cl", "C", "C", "Cl", "H", "H", "H", "H", "Cl", "C", "C", "Cl", "H", "H", "H", "H", "Cl", "C", "C", "Cl", "H", "H", "H", "H", "Cl", "C", "C", "Cl", "H", "H", "H", "H", "Cl", "C", "C", "Cl", "H", "H", "H", "H", "Cl", "C", "C", "Cl", "H", "H", "H", "H", "Cl", "C", "C", "Cl", "H", "H", "H", "H"], "xyz": [[-1.087, -0.021, 7.224], [0.204, -0.852, 6.259], [0.133, -2.349, 6.421], [1.678, -3.123, 6.060], [1.151, -0.456, 6.625], [0.219, -0.588, 5.201], [-0.636, -2.814, 5.804], [-0.227, -2.648, 7.405], [1.437, 6.976, -0.532], [-0.045, 6.340, -1.380], [-1.082, 5.717, -0.373], [-0.488, 4.195, 0.362], [0.341, 5.562, -2.039], [-0.602, 7.145, -1.860], [-1.966, 5.423, -0.939], [-1.281, 6.364, 0.481], [-6.862, 0.758, 2.095], [-6.807, 0.785, 0.276], [-5.743, 1.766, -0.167], [-4.148, 1.106, 0.368], [-7.774, 1.084, -0.128], [-6.576, -0.243, -0.005], [-5.834, 2.750, 0.294], [-5.787, 1.659, -1.251], [3.725, -1.574, 0.862], [4.800, -1.151, 2.181], [3.852, -1.180, 3.389], [4.703, -0.937, 4.867], [5.286, -0.198, 1.971], [5.585, -1.897, 2.301], [3.450, -2.189, 3.482], [3.116, -0.381, 3.301], [-3.147, -1.662, 3.401], [-2.660, -2.135, 1.799], [-3.163, -3.614, 1.564], [-2.150, -4.770, 2.367], [-1.594, -1.922, 1.726], [-3.136, -1.532, 1.025], [-3.194, -3.916, 0.517], [-4.147, -3.912, 1.925], [5.152, 5.771, 1.982], [5.243, 4.038, 1.488], [3.868, 3.743, 0.845], [3.803, 2.067, 0.328], [5.441, 3.450, 2.384], [6.087, 3.913, 0.809], [3.516, 4.415, 0.063], [3.048, 3.872, 1.550], [-0.383, -1.215, -5.826], [-2.123, -0.708, -5.774], [-2.237, 0.757, -5.206], [-1.202, 1.073, -3.781], [-2.695, -1.430, -5.190], [-2.497, -0.744, -6.798], [-3.221, 0.797, -4.737], [-2.223, 1.500, -6.002], [0.180, 0.193, 2.392], [0.767, 0.842, 0.886], [-0.212, 0.418, -0.248], [0.109, -1.329, -0.673], [1.749, 0.416, 0.675], [0.879, 1.924, 0.960], [0.059, 0.877, -1.199], [-1.279, 0.571, -0.082], [-2.606, -2.933, -2.520], [-1.035, -3.568, -3.155], [-0.915, -5.107, -3.065], [-0.609, -5.719, -1.440], [-0.208, -3.169, -2.567], [-0.912, -3.158, -4.157], [-0.242, -5.550, -3.798], [-1.832, -5.578, -3.419], [2.737, -3.386, -4.103], [2.661, -1.723, -3.377], [4.053, -1.140, -3.344], [4.869, -1.254, -4.920], [2.176, -1.709, -2.400], [1.966, -1.082, -3.919], [4.542, -1.606, -2.488], [3.978, -0.094, -3.046]], "e_tot_ev": -271838.328, "homo_energy_ev": -10.2, "de_lowest_kcal_mol": 51.3, "spin_multiplicity": 1, "smiles": "ClCCCl.ClCCCl.ClCCCl.ClCCCl.ClCCCl.ClCCCl.ClCCCl.ClCCCl.ClCCCl.ClCCCl", "molar_mass_g_mol": 989.6, "total_charge": 0}